Entry 1:
15
Properties=species:S:1:pos:R:3:forces:R:3:mulliken_charge:R:1 method="wB97M-V/def2-TZVPD" homo_ev=-8.52 homo_lumo_gap_ev=9.604
H 2.059 0.782 -0.822 -1.90 -0.94 1.77 0.28
H -0.980 1.904 1.033 0.81 -2.10 -0.76 0.22
C -0.538 -0.794 0.905 1.01 -2.34 -2.20 -0.47
H -0.009 -1.536 -1.547 0.63 -0.08 -0.42 0.37
H -2.065 -0.407 -0.591 0.82 1.44 -0.32 0.42
C -1.029 -0.048 -0.308 -1.82 -3.21 -1.83 -0.29
C 1.302 0.043 -0.322 2.87 -7.22 0.51 -0.43
H -0.138 -1.835 0.693 -0.37 1.07 0.40 0.25
H -1.336 -0.900 1.599 0.18 0.82 1.76 0.32
H 1.994 -1.030 0.109 -1.37 3.19 -1.89 0.26
C -0.391 1.163 0.331 -4.18 5.52 -1.79 -0.34
C 0.143 -0.505 -1.270 -0.95 4.53 -0.67 -0.68
N 0.501 0.230 0.869 4.13 2.78 3.91 -0.44
H -0.087 1.939 -0.515 0.29 -1.53 1.79 0.21
H 0.141 0.324 -2.053 -0.17 -1.95 -0.23 0.31

---

Entry 2:
85
Properties=species:S:1:pos:R:3:forces:R:3:mulliken_charge:R:1 method="wB97M-V/def2-TZVPD" homo_ev=-9.03 homo_lumo_gap_ev=4.657 total_charge=+1
H 7.488 0.900 -0.514 -0.20 0.00 0.16 0.46
H 6.145 2.466 -1.569 -0.42 -0.21 -0.18 0.43
H -0.155 0.156 1.415 -0.31 -0.26 0.16 0.57
C -2.640 -4.533 -3.660 0.60 0.15 0.29 -0.91
O 5.549 0.568 0.248 0.02 0.30 -0.75 -0.42
C 0.403 2.125 3.219 0.92 0.09 0.26 0.71
H -3.163 -5.405 -4.045 0.04 0.23 0.03 0.45
H 0.430 0.594 4.775 0.16 0.09 -0.37 0.53
C 0.524 -6.260 -2.825 -0.71 0.08 -0.27 -0.75
C -1.925 1.163 3.130 1.28 1.27 -0.37 0.73
H 0.425 -3.794 -2.199 -0.40 -0.10 -0.17 0.45
C 1.244 3.061 2.572 -0.23 -0.43 -0.07 -1.01
C -3.836 2.709 3.142 -0.11 0.08 -0.01 -0.63
C -1.322 -4.736 -3.156 0.41 0.90 0.40 0.39
C 3.493 0.355 -0.919 0.90 0.12 0.44 -0.18
C -0.037 -1.911 2.025 -0.25 -0.01 0.37 -0.55
H -1.626 -3.219 4.763 0.18 0.18 -0.28 0.40
H 7.272 0.724 1.272 0.03 0.16 -0.23 0.29
H 0.667 -2.169 1.229 -0.21 -0.06 0.34 0.34
C 4.335 2.375 -2.750 0.16 -0.09 0.46 -1.30
H 0.772 3.914 2.087 0.19 -0.24 -0.14 0.38
C 2.081 2.951 -4.847 -0.11 0.36 -0.43 -0.93
C 2.656 0.785 -1.922 0.40 0.48 -0.76 0.89
H -5.904 2.976 3.781 0.04 -0.03 -0.11 0.32
C -3.203 -3.264 -3.667 0.27 -0.63 0.18 -0.97
C -1.687 -0.165 -2.675 -0.02 -0.57 -0.57 -1.47
N 5.767 1.418 3.122 -2.32 0.42 0.14 -0.63
C -2.445 -2.224 -3.143 0.52 0.00 0.00 0.18
C 3.085 1.783 -2.836 0.12 -0.46 0.72 -0.04
H -3.622 3.240 4.078 0.23 -0.16 -0.10 0.33
C -1.807 -1.186 4.085 0.36 0.05 -0.24 0.11
H -4.576 -1.081 -4.103 0.11 0.39 0.09 0.29
C 2.612 2.873 2.513 0.11 0.14 0.21 -0.50
C -0.522 -0.610 2.105 -0.11 -0.10 0.08 0.15
H 4.646 3.129 -3.464 0.10 -0.06 0.16 0.24
C 1.029 1.184 4.079 -0.14 0.20 -0.27 -0.30
H -6.010 0.785 1.848 -0.21 0.05 0.23 0.27
C 1.326 0.363 -2.347 0.03 -0.11 0.92 0.53
N -3.264 1.370 3.137 -0.23 -0.05 0.13 0.15
C -0.589 -3.657 -2.585 0.09 -1.34 -0.27 0.44
H 3.014 3.526 -4.804 -0.39 -0.19 -0.03 0.30
H 1.225 3.636 -4.754 0.37 -0.16 0.04 0.34
H -3.731 0.438 -4.534 0.00 -0.37 0.28 0.32
C -3.944 -0.274 -3.719 -0.38 0.26 0.04 -0.91
C 5.173 1.986 -1.697 -0.43 -0.34 0.04 -0.81
C -1.019 2.216 3.000 -1.46 -0.60 0.58 -1.11
C -0.447 -2.859 2.974 -0.02 0.04 -0.10 -0.59
O -0.829 -5.997 -3.266 0.25 0.33 0.25 -0.46
H -4.266 -0.378 3.826 0.06 0.20 -0.19 0.16
H 2.882 0.280 4.703 -0.16 0.17 -0.19 0.48
C -0.674 -1.048 -2.261 -0.47 -0.53 0.05 0.32
H 1.130 -1.322 -1.056 -0.20 0.03 -0.33 0.31
H 2.010 2.454 -5.826 0.13 0.04 0.40 0.33
H -6.313 0.658 3.591 0.04 0.08 -0.14 0.31
H 3.195 -0.449 -0.249 0.20 0.26 0.06 0.51
H 3.237 3.558 1.940 -0.13 -0.19 0.18 0.49
H -3.428 3.314 2.321 0.03 -0.13 0.13 0.29
H 6.800 2.242 0.468 0.00 -0.09 0.07 0.40
C -1.160 -2.398 -2.569 -1.12 0.77 -0.25 0.14
H 0.122 1.157 -4.098 0.34 0.03 0.11 0.74
N 2.062 1.990 -3.758 -1.98 -1.16 0.37 0.16
H -0.074 -3.885 2.915 -0.13 0.34 0.05 0.42
C -4.257 0.310 2.971 -0.09 -0.36 -0.06 -0.44
H -1.689 0.922 -2.652 -0.16 -0.32 0.21 0.78
C -5.348 2.528 2.958 0.03 0.07 -0.22 -0.59
H 0.636 -7.332 -2.992 0.18 0.25 0.11 0.24
C -1.321 -2.494 4.005 0.10 0.15 -0.13 -0.91
H 0.646 -6.017 -1.762 -0.04 -0.09 -0.19 0.30
C 2.403 1.017 4.058 0.17 0.10 0.05 -0.69
H -1.403 3.214 2.772 0.11 -0.35 0.15 0.23
C 3.203 1.820 3.229 -0.47 0.08 -0.10 0.56
C -1.427 -0.242 3.116 0.03 -0.36 0.14 -0.59
C 4.613 1.603 3.153 2.41 -0.38 0.14 0.05
H -4.045 -0.298 2.075 0.05 0.19 0.30 0.26
N -2.725 -0.865 -3.197 0.65 0.88 0.52 0.25
C -5.611 1.020 2.838 0.10 -0.22 -0.25 -0.55
C 1.004 1.174 -3.464 1.39 0.77 -0.59 -0.86
H -2.425 -0.885 4.937 0.14 -0.12 -0.42 0.59
C 0.608 -0.697 -1.787 0.15 0.72 -1.14 0.38
H -5.642 3.021 2.030 -0.17 0.08 0.21 0.27
H 1.246 -5.695 -3.431 -0.16 -0.13 0.13 0.32
C 6.871 1.158 0.357 -0.42 -0.44 0.11 -1.09
C 4.767 0.969 -0.782 -0.10 0.30 -0.23 0.28
H -4.201 -3.093 -4.054 0.15 -0.15 -0.06 0.26
H -4.480 0.263 -2.921 0.14 -0.27 -0.29 0.33

---

Entry 3:
25
Properties=species:S:1:pos:R:3:forces:R:3:mulliken_charge:R:1 method="wB97M-V/def2-TZVPD" homo_ev=-18.07 homo_lumo_gap_ev=8.699 total_charge=+2
H 3.232 0.633 -0.567 0.53 -0.01 0.78 0.34
H 1.404 1.236 -1.488 -0.41 0.21 1.48 0.35
H 4.032 0.208 0.986 0.21 -0.26 -0.01 0.35
H -2.936 -2.182 -0.128 1.34 0.52 1.05 0.39
C -1.578 0.762 -0.031 -0.52 -0.37 -2.12 0.33
H -1.459 2.863 -0.070 0.49 -1.06 -0.56 0.27
H -3.002 2.372 0.124 1.28 -1.48 -0.03 0.24
O 0.363 -1.453 0.135 1.55 2.73 0.42 -0.25
H -1.838 -1.968 1.422 -0.72 0.52 -1.36 0.27
H -0.494 0.468 -0.986 -1.45 1.34 2.21 0.28
H 2.073 -0.690 1.797 -0.78 1.93 -1.31 0.35
H 3.331 1.756 0.738 0.22 1.96 0.48 0.34
H 1.244 0.967 1.646 0.31 -0.79 -0.85 0.30
C -0.897 -1.830 -0.520 0.11 -1.60 -2.86 -0.67
C 1.854 0.216 1.053 0.96 -2.51 1.58 -0.29
C 3.213 0.745 0.541 -0.88 -1.25 -1.39 -1.15
H -0.695 -2.932 -0.665 -0.57 1.26 -0.20 0.41
C -2.076 -1.595 0.365 -0.22 -1.68 0.12 -0.35
N 0.858 0.375 -1.326 1.10 -1.19 1.56 -0.36
H -1.060 -1.250 -1.522 0.63 -1.45 1.67 0.44
H 1.249 -0.088 -2.126 -0.50 -1.58 -0.83 0.26
N -2.427 -0.216 0.289 -1.08 1.81 0.37 -0.15
N -2.023 2.006 -0.079 -1.52 2.07 0.78 -0.38
C 1.063 -0.390 -0.042 -1.16 0.86 -1.17 0.39
H -3.434 -0.011 0.455 1.10 0.03 0.20 0.28

---

Entry 4:
10
Properties=species:S:1:pos:R:3:forces:R:3:mulliken_charge:R:1 method="wB97M-V/def2-TZVPD" homo_ev="-11.99 / -12.31" homo_lumo_gap_ev="7.247 / 7.187" total_charge=+1 multiplicity=5
C -0.755 -0.025 -0.773 -0.24 3.64 1.72 0.51
Li -0.958 2.120 1.300 -0.24 0.17 -0.56 0.88
H 1.303 -1.104 -1.369 0.13 0.00 0.01 0.30
O 0.726 -0.556 1.637 -2.20 -0.41 5.14 -0.41
O -1.320 1.056 -0.154 3.10 0.54 0.13 -0.77
C 1.199 -0.458 0.611 4.66 -0.02 -3.94 0.39
C 1.081 -0.233 -0.759 -3.75 0.76 -0.98 -0.31
H 1.525 0.700 -1.092 0.18 -0.09 0.01 0.33
Fe -1.275 -0.571 1.345 -1.44 -0.06 -0.19 0.53
O -1.526 -0.931 -0.746 -0.21 -4.52 -1.35 -0.45

---

Entry 5:
48
Properties=species:S:1:pos:R:3:forces:R:3:mulliken_charge:R:1 method="wB97M-V/def2-TZVPD" homo_ev=-12.38 homo_lumo_gap_ev=2.620 total_charge=+2
F -1.777 -1.827 -0.790 -0.04 -0.75 -4.39 -0.40
H 3.660 -6.404 0.529 0.37 0.54 -0.11 0.38
C 2.175 0.558 -6.151 -0.11 -0.70 1.16 -0.58
H -4.568 3.092 1.573 0.49 0.47 -0.18 0.38
Br 1.353 2.133 -7.044 0.35 -1.22 0.36 -0.11
Br 0.921 -7.307 0.338 -0.16 -0.01 -0.12 -0.16
H 0.978 5.046 0.891 0.36 -0.22 0.14 0.34
Br 1.595 2.455 5.435 -0.02 -1.06 -0.46 -0.16
F -1.650 -2.967 1.060 -0.20 -2.57 1.18 -0.40
F -3.363 -1.527 0.706 -3.82 -0.54 0.14 -0.43
H 0.288 -0.057 6.380 0.18 0.05 -0.07 0.35
Br 0.222 5.586 -1.330 0.15 -0.53 0.11 -0.14
Br 5.087 -6.263 -1.572 -1.50 0.11 0.59 -0.12
Br 3.628 5.159 -1.901 0.01 0.04 0.22 -0.11
C 1.364 -0.228 6.345 -0.46 0.06 -0.53 -0.58
C 1.453 4.733 -0.039 -0.62 0.27 -0.10 -0.62
H 2.105 -7.254 -1.847 -0.09 -0.60 0.03 0.30
C -5.252 3.938 1.649 0.37 -0.11 0.59 -0.73
H 3.470 4.870 0.583 0.13 -0.17 -0.23 0.38
C 3.376 -6.251 -0.513 0.44 -1.01 0.79 -0.65
H 0.673 0.213 -4.634 -0.11 -0.53 0.03 0.40
Br 1.515 -2.192 6.175 0.19 0.53 0.04 -0.18
C 2.030 0.492 5.173 0.47 0.70 1.28 -0.57
Ag -5.158 -1.448 -2.394 0.27 0.58 0.42 0.98
Ag -1.675 -5.251 -3.114 0.56 0.07 0.10 0.97
H 2.802 0.986 -5.370 0.25 -0.05 -0.41 0.35
H 2.725 6.376 0.157 0.35 0.15 -0.60 0.36
H 1.452 3.645 -0.100 -0.24 0.18 -0.42 0.38
H 3.103 0.532 5.366 -0.08 -0.30 -0.39 0.35
C 2.479 -7.430 -0.838 0.11 0.49 -1.01 -0.53
H 2.716 -0.144 -6.786 0.24 0.89 -0.56 0.38
Ag -4.679 -4.794 2.092 0.41 0.37 0.28 0.99
B -2.047 -1.786 0.521 1.10 0.62 0.68 0.57
H 1.802 0.098 7.288 0.02 -0.31 -0.13 0.39
C -5.927 4.233 0.312 0.10 0.15 0.96 -0.40
H 2.899 -8.429 -0.718 0.04 0.30 0.00 0.39
C 2.821 5.337 -0.157 -0.17 0.26 0.88 -0.58
Br -6.913 2.593 -0.153 0.03 0.07 -0.13 -0.19
H -5.257 4.433 -0.524 -0.07 0.06 0.30 0.35
F -1.383 -0.768 1.027 1.86 2.37 1.71 -0.32
Br -4.323 5.508 2.531 -0.62 -1.08 -0.99 -0.13
C 1.120 -0.329 -5.467 -0.33 0.49 -0.92 -0.59
H -5.947 3.594 2.415 -0.31 0.45 -0.24 0.39
Br 1.791 -2.127 -4.881 -0.10 0.93 -0.03 -0.20
H 0.412 -0.613 -6.246 -0.28 0.12 0.42 0.36
H 2.760 -5.357 -0.602 0.72 0.27 -0.28 0.40
H 1.817 0.127 4.169 -0.31 0.32 0.25 0.40
H -6.673 5.014 0.456 0.07 -0.11 -0.37 0.35

---

Entry 6:
15
Properties=species:S:1:pos:R:3:forces:R:3:mulliken_charge:R:1 method="wB97M-V/def2-TZVPD" smiles="NN(N)C(C(=O)[O-])C(=O)[O-]" homo_ev=-0.64 homo_lumo_gap_ev=7.734 total_charge=-2
C 1.322 1.380 -0.022 -0.36 -0.98 -0.09 0.48
H -1.132 1.780 0.802 -0.11 -0.33 -0.87 0.31
C 0.502 -0.034 -0.343 0.15 -0.18 0.35 0.07
O 1.643 2.086 -0.992 -0.33 -0.16 -1.38 -0.72
O 1.557 1.658 1.150 -0.23 -0.23 1.69 -0.70
O 2.556 -1.242 -0.289 -0.64 -0.37 0.16 -0.73
O 0.651 -2.395 0.164 0.71 0.81 -0.12 -0.81
H -2.278 -1.325 0.958 -0.47 0.55 1.06 0.23
N -0.741 -0.123 0.509 -1.18 2.49 -1.82 0.10
C 1.320 -1.331 -0.109 0.60 -0.41 -0.45 0.68
H -1.074 -1.906 0.168 -0.20 -0.68 -0.62 0.39
H -1.399 1.431 -0.844 0.50 -1.16 1.58 0.34
N -1.485 1.053 0.154 -0.42 2.65 0.91 -0.73
N -1.748 -1.124 0.138 2.32 -1.55 -1.14 -0.78
H 0.306 0.093 -1.444 -0.35 -0.44 0.74 -0.13